[1]
ORCA calculation (wB97M-V/def2-TZVPD) on 2 unconnected molecules or ions with the total composition C9H14 in a non-equilibrium geometry.

```
23
Properties=species:S:1:pos:R:3:forces:R:3
C 0.67170 3.61158 -0.81856 -0.95 -0.07 2.35
C -0.13776 2.34043 -0.89573 -0.37 -0.99 -0.51
C -1.43335 2.22631 -1.42060 0.90 1.20 -0.01
C -2.04911 1.00421 -1.45322 -1.04 -2.50 1.08
C -1.47193 -0.15021 -0.90421 1.88 1.46 1.44
C -0.22162 -0.02052 -0.20199 -1.93 -1.06 -1.61
C 0.42556 1.17916 -0.33908 1.10 1.04 1.75
H 0.89858 3.73090 0.31010 0.26 -0.02 -1.86
H 0.07444 4.48778 -1.05722 0.03 0.03 -0.36
H 1.55456 3.54646 -1.43236 0.39 0.16 0.01
H -1.94719 3.13113 -1.73982 0.02 -0.20 -0.08
H -3.11057 0.78203 -1.59378 0.17 1.01 -0.86
H -2.05520 -1.03614 -0.77451 -0.24 -0.45 -0.20
H 0.11552 -0.88225 0.40434 0.15 1.30 -0.94
H 1.32797 1.35817 0.28546 -0.34 -0.32 -0.73
C 0.14475 -2.99380 1.54331 0.93 -2.03 1.13
C 1.63648 -3.26661 1.30781 -0.23 -2.15 0.10
H 0.04651 -1.93464 1.44328 -0.68 0.13 0.87
H -0.55678 -3.51030 0.86598 0.50 0.20 0.14
H 0.02863 -3.42900 2.56317 -0.87 0.97 -0.48
H 2.00816 -4.30568 1.56336 -1.09 0.49 -0.84
H 1.82795 -3.06730 0.26755 1.02 0.37 -0.16
H 2.22269 -2.80171 2.07674 0.39 1.41 -0.23
```
Positions in Å, forces in eV/Å.

Results
Molar mass in g/mol: 122.21
HOMO-LUMO gap in eV: 9.90
HOMO level in Ha: -0.327
LUMO energy in Ha: 0.037
ΔE to the lowest compared entry with this formula, charge and spin in eV: 1.4212

The molecule's natural (NBO) atomic charges, reported in e, are given here: atom 1 (C): -0.629, atom 2 (C): -0.004, atom 3 (C): -0.217, atom 4 (C): -0.223, atom 5 (C): -0.210, atom 6 (C): -0.195, atom 7 (C): -0.226, atom 8 (H): 0.218, atom 9 (H): 0.217, atom 10 (H): 0.227, atom 11 (H): 0.210, atom 12 (H): 0.216, atom 13 (H): 0.206, atom 14 (H): 0.205, atom 15 (H): 0.202, atom 16 (C): -0.598, atom 17 (C): -0.616, atom 18 (H): 0.189, atom 19 (H): 0.205, atom 20 (H): 0.208, atom 21 (H): 0.201, atom 22 (H): 0.207, atom 23 (H): 0.209

---

[2]
ORCA calculation (wB97M-V/def2-TZVPD) on 2 unconnected molecules or ions with the total composition C9H14 in a non-equilibrium geometry.

```
23
Properties=species:S:1:pos:R:3:forces:R:3
C 0.64407 0.62799 1.59446 -0.72 -1.72 2.29
C -0.46511 -0.34030 1.33760 -0.68 1.42 -1.68
C -0.31700 -1.24332 0.28305 -0.62 -1.11 1.66
C -1.29759 -2.22241 -0.00560 -0.22 0.09 -1.78
C -2.65438 -1.95039 0.26996 2.96 1.44 2.06
C -2.77751 -0.93110 1.26412 -1.51 -0.10 0.85
C -1.73859 -0.14685 1.83680 -1.47 -1.03 -0.86
H 0.66774 0.95412 2.61694 -0.23 -0.28 1.05
H 0.62080 1.55421 1.16387 -0.19 2.10 -2.21
H 1.54088 0.10687 1.48048 1.77 -0.39 -0.62
H 0.60079 -1.11977 -0.23366 0.79 -1.01 -0.36
H -1.04940 -3.15031 -0.58757 -0.10 1.31 0.13
H -3.42378 -2.45539 -0.27467 -0.57 -0.35 0.50
H -3.75547 -0.81945 1.77679 0.38 0.24 -0.86
H -2.01533 0.69590 2.49153 0.32 -0.80 -0.02
C 2.36342 1.87043 -1.89239 0.02 4.48 1.36
C 1.44628 0.72418 -1.86839 -0.48 -2.36 -0.82
H 2.02134 2.96583 -2.32430 0.34 -3.06 0.38
H 2.59388 2.23596 -0.83666 0.41 -0.87 -1.19
H 3.21067 1.50721 -2.45257 0.74 0.62 0.13
H 2.02255 -0.16119 -1.36635 -0.95 1.35 -1.25
H 1.25104 0.51891 -2.97868 -0.19 -0.45 1.69
H 0.51070 0.77884 -1.29477 0.21 0.44 -0.44
```
Positions in Å, forces in eV/Å.

Results
Molar mass in g/mol: 122.21
HOMO-LUMO gap in eV: 9.77
HOMO level in Ha: -0.322
LUMO energy in Ha: 0.038
ΔE to the lowest compared entry with this formula, charge and spin in eV: 2.2059

The molecule's natural (NBO) atomic charges, reported in e, are given here: atom 1 (C): -0.640, atom 2 (C): -0.013, atom 3 (C): -0.229, atom 4 (C): -0.180, atom 5 (C): -0.232, atom 6 (C): -0.201, atom 7 (C): -0.228, atom 8 (H): 0.218, atom 9 (H): 0.221, atom 10 (H): 0.214, atom 11 (H): 0.212, atom 12 (H): 0.209, atom 13 (H): 0.225, atom 14 (H): 0.205, atom 15 (H): 0.217, atom 16 (C): -0.610, atom 17 (C): -0.612, atom 18 (H): 0.199, atom 19 (H): 0.200, atom 20 (H): 0.209, atom 21 (H): 0.196, atom 22 (H): 0.208, atom 23 (H): 0.213

---

[3]
ORCA calculation (wB97M-V/def2-TZVPD) on 2 unconnected molecules or ions with the total composition C9H14 in a non-equilibrium geometry.

```
23
Properties=species:S:1:pos:R:3:forces:R:3
C 0.10687 0.79959 2.56900 -0.27 -0.06 1.56
C 0.55696 -0.29575 1.64749 0.71 2.59 0.86
C 1.04772 0.03485 0.37874 -2.30 0.62 0.33
C 1.51743 -0.88275 -0.44524 2.26 -5.44 0.01
C 1.61213 -2.29896 0.06168 -1.54 3.95 -0.23
C 1.10569 -2.56720 1.31055 1.44 2.76 -1.36
C 0.79174 -1.49748 2.17642 -0.25 -3.25 -0.54
H 0.23703 1.82635 2.24022 0.18 -0.06 -0.41
H 0.74154 0.66311 3.48021 -0.70 0.42 -0.41
H -0.95661 0.71310 2.88772 0.65 -0.14 -0.23
H 0.69627 0.93999 -0.03131 0.32 1.50 -0.20
H 1.97890 -0.76721 -1.42111 -0.47 0.59 0.00
H 1.93100 -2.98145 -0.65558 0.51 -1.47 -0.74
H 1.08922 -3.49909 1.70728 0.10 -2.88 0.95
H 0.70320 -1.86710 3.18645 -0.61 0.89 0.46
C -2.04282 2.08954 -2.14750 -3.50 -2.65 -0.51
C -1.28837 0.82551 -2.64894 2.76 1.95 1.35
H -2.78900 2.40717 -2.97401 1.30 -0.09 1.42
H -2.69021 1.80818 -1.22777 0.94 0.52 -1.45
H -1.40172 2.85695 -1.85137 1.03 1.30 0.21
H -0.62703 0.43399 -1.82475 -1.21 -0.17 -0.51
H -0.45611 1.19223 -3.29624 -0.89 -0.38 -0.34
H -1.86385 0.06643 -3.12194 -0.47 -0.48 -0.23
```
Positions in Å, forces in eV/Å.

Results
Molar mass in g/mol: 122.21
HOMO-LUMO gap in eV: 9.90
HOMO level in Ha: -0.327
LUMO energy in Ha: 0.037
ΔE to the lowest compared entry with this formula, charge and spin in eV: 1.6779

The molecule's natural (NBO) atomic charges, reported in e, are given here: atom 1 (C): -0.627, atom 2 (C): -0.021, atom 3 (C): -0.230, atom 4 (C): -0.189, atom 5 (C): -0.212, atom 6 (C): -0.194, atom 7 (C): -0.213, atom 8 (H): 0.216, atom 9 (H): 0.218, atom 10 (H): 0.218, atom 11 (H): 0.205, atom 12 (H): 0.214, atom 13 (H): 0.204, atom 14 (H): 0.199, atom 15 (H): 0.212, atom 16 (C): -0.602, atom 17 (C): -0.616, atom 18 (H): 0.203, atom 19 (H): 0.196, atom 20 (H): 0.203, atom 21 (H): 0.205, atom 22 (H): 0.198, atom 23 (H): 0.212